Here is a molecular structure, C3H6BrNO2 in a non-equilibrium geometry from OMol25. Energies are from ωB97M-V/def2-TZVPD.

The geometry in XYZ format:
```
13
Properties=species:S:1:pos:R:3
C -0.33451 1.31674 0.55803
C 0.23435 -0.83180 -0.84951
C -0.94085 -0.00782 0.44549
N 1.42806 -0.91661 -0.18555
O 2.36845 -0.17397 -0.57046
O 1.61033 -1.86806 0.64289
Br -2.69494 -0.06491 -0.38734
H -0.70052 1.96184 1.34785
H -0.36451 1.87331 -0.31893
H 0.75346 1.15573 0.70050
H 0.09733 -0.07077 -1.67807
H -0.30408 -1.75751 -1.13592
H -1.15256 -0.61616 1.43102
```

As for the largest force on an atom: 6.98 eV Å⁻¹. The net charge is 0. The calculation puts the energy at -78831.1817 eV. The value obtained for the HOMO-LUMO gap is 9.472 eV.

---

Here is 2 unconnected molecules or ions with the total composition C3H4N3 in a non-equilibrium geometry from OMol25. Energies are from ωB97M-V/def2-TZVPD.

The geometry in XYZ format:
```
10
Properties=species:S:1:pos:R:3
C 0.32885 -0.99293 -0.89296
C 0.46339 -0.24279 1.30911
C -0.58943 0.96988 -0.31479
N -0.33752 0.07814 -1.20386
N 0.49140 -1.25221 0.43478
N 0.02461 0.94591 0.87950
H 0.74445 -1.63263 -1.65955
H -1.97478 2.54481 -0.83053
H 0.77294 -2.16861 0.77811
H 0.07610 1.75043 1.50018
```

As for the largest force on an atom: 3.86 eV Å⁻¹. The net charge is +1. The calculation puts the energy at -7632.5550 eV. The value obtained for the HOMO-LUMO gap (spin up / spin down) is 7.831 / 7.694 eV.

---

Here is a molecular structure, C34H69N5NaO5SSb in a non-equilibrium geometry from OMol25. Energies are from ωB97M-V/def2-TZVPD.

The geometry in XYZ format:
```
116
Properties=species:S:1:pos:R:3
Na 1.67495 0.52019 -0.45604
C 2.78365 3.13977 -1.92608
C 4.04686 2.65844 -1.21463
O 3.62495 1.79118 -0.19204
C 4.66354 1.23270 0.58374
C 4.07273 0.04567 1.33457
O 3.28472 -0.79291 0.51081
C 3.95554 -1.66153 -0.37567
C 4.17240 -1.06117 -1.76323
O 2.98955 -0.38447 -2.12492
C 3.08329 0.34504 -3.33135
C 1.95011 1.36270 -3.34824
O 1.84163 2.10857 -2.15108
H 3.04543 3.64508 -2.86285
H 2.27785 3.84399 -1.26329
H 4.58397 3.52596 -0.81024
H 4.73187 2.13877 -1.89757
H 5.05399 1.96452 1.30070
H 5.49374 0.91498 -0.06102
H 3.38545 0.41746 2.09486
H 4.87328 -0.52166 1.82194
H 3.29642 -2.52296 -0.48501
H 4.91243 -1.99742 0.03930
H 4.39235 -1.86900 -2.47374
H 5.02408 -0.36906 -1.77817
H 2.99211 -0.32242 -4.19754
H 4.05701 0.84378 -3.40004
H 1.00506 0.82746 -3.41814
H 2.06648 2.02110 -4.21764
N 0.59385 0.12442 1.35771
C 0.84388 0.18948 2.50199
N 1.11066 0.33065 3.73801
C 1.35945 -0.52645 4.68509
N 1.59179 -1.22653 5.58341
C 0.31332 6.44892 -2.50835
C -1.16920 6.25725 -2.82456
C -1.44877 4.95867 -3.58269
C -1.17381 3.68243 -2.78515
N -2.08157 3.52066 -1.66470
C -1.74120 3.48730 -0.34782
S -0.19890 3.73776 0.22826
N -2.78274 3.25781 0.47856
C -2.71283 3.12020 1.92305
C -3.98088 3.65568 2.58761
C -3.99825 5.17439 2.79093
C -3.86313 5.98264 1.50087
H 0.50364 7.46083 -2.14925
H 0.92118 6.28211 -3.40199
H 0.63388 5.75451 -1.73292
H -1.51882 7.08913 -3.44053
H -1.74408 6.27329 -1.89440
H -0.82532 4.93398 -4.48145
H -2.49499 4.94752 -3.90792
H -0.16656 3.68135 -2.37733
H -1.27370 2.81492 -3.44514
H -3.05853 3.42649 -1.89504
H -3.67619 3.04588 0.06186
H -1.83097 3.65821 2.26715
H -2.57786 2.06538 2.18390
H -4.07940 3.17984 3.56493
H -4.85382 3.35448 1.99531
H -3.18280 5.44322 3.46681
H -4.93660 5.44203 3.28308
H -2.88911 5.82131 1.03888
H -3.96105 7.04884 1.70884
H -4.64000 5.70430 0.78469
C -2.20892 0.14071 -0.29464
C -1.90217 0.35842 -1.74076
C -3.08325 0.41669 -2.68328
O -0.76701 0.41007 -2.16916
H -3.23035 0.40633 -0.02967
H -1.47675 0.65229 0.33021
H -2.05440 -0.92217 -0.09516
H -3.92105 0.95645 -2.24269
H -3.40780 -0.61250 -2.86217
H -2.80591 0.86092 -3.63794
C -2.18488 -4.95545 2.73795
C -1.64391 -3.55244 2.49382
C -2.79812 -2.65060 2.06247
C -1.04062 -2.97765 3.77294
Sb -0.01819 -3.32177 0.93446
C -0.81494 -4.41901 -0.88845
C 0.34679 -4.56475 -1.87078
C -1.82883 -3.46522 -1.52213
C -1.46438 -5.77346 -0.63676
C 1.57564 -4.69843 1.76167
C 1.06953 -5.84900 2.62261
C 2.40939 -5.28629 0.62804
C 2.43386 -3.75560 2.60678
H -2.98060 -4.90264 3.49155
H -1.42504 -5.63652 3.11191
H -2.61899 -5.38353 1.83631
H -3.58969 -2.68136 2.82040
H -3.23884 -2.97810 1.11843
H -2.46683 -1.61555 1.96634
H -1.81398 -2.87737 4.54308
H -0.62233 -1.98389 3.59865
H -0.24905 -3.60648 4.18173
H 0.92331 -3.63607 -1.93434
H -0.03824 -4.78822 -2.87308
H 1.01741 -5.37338 -1.58748
H -1.34098 -2.53217 -1.81753
H -2.65141 -3.23176 -0.84323
H -2.26082 -3.92084 -2.42185
H -0.81291 -6.43346 -0.06065
H -1.68754 -6.26709 -1.59155
H -2.40612 -5.65933 -0.10131
H 0.37732 -6.49030 2.07411
H 0.58004 -5.48719 3.52592
H 1.91984 -6.46745 2.93685
H 1.87748 -6.10413 0.13992
H 3.34384 -5.69548 1.03043
H 2.66699 -4.54305 -0.12751
H 1.85872 -3.30049 3.41641
H 2.84151 -2.94373 2.00014
H 3.26721 -4.30562 3.05993
```

As for the largest force on an atom: 1.03 eV Å⁻¹. The net charge is 0. The calculation puts the energy at -75854.4792 eV. The value obtained for the HOMO-LUMO gap is 7.204 eV.

---

Here is a molecular structure, C36H37CaFN9O9 in a non-equilibrium geometry from OMol25. Energies are from ωB97M-V/def2-TZVPD.

The geometry in XYZ format:
```
93
Properties=species:S:1:pos:R:3
Ca 0.16466 -0.02628 -0.22279
O -5.53850 -0.61926 4.11892
C -4.42832 0.23046 4.28576
C -3.57147 0.37643 3.05035
C -3.82086 -0.34953 1.89052
C -2.97357 -0.19715 0.80233
N -1.92148 0.59919 0.81373
C -1.68116 1.31069 1.90957
C -2.48632 1.24290 3.04478
C -0.51074 2.20540 1.88281
C -0.63001 3.52340 2.31002
C 0.47547 4.35812 2.25619
C 0.40536 5.78037 2.75336
O -0.88952 6.22297 3.06512
C 1.66084 3.82362 1.76208
C 1.68015 2.49936 1.36155
N 0.62873 1.69710 1.43283
H -6.07920 -0.26318 3.40626
H -3.83245 -0.20667 5.09334
H -4.75105 1.22743 4.62322
H -4.64646 -1.04498 1.84024
H -3.13813 -0.75669 -0.10924
H -2.25421 1.84028 3.91643
H -1.57746 3.90013 2.66422
H 0.89372 6.44886 2.03288
H 0.96620 5.84026 3.69330
H -1.38736 6.36474 2.25333
H 2.54629 4.43176 1.68001
H 2.58111 2.05853 0.95917
C -2.06362 -7.67052 1.28397
C -2.94464 -6.55867 0.72024
N -2.44149 -5.24290 1.07159
C -1.65583 -4.59460 0.16307
C -1.09292 -3.38337 0.35533
C -0.44019 -2.66043 -0.82520
O 0.42952 -3.25312 -1.46429
O -0.93997 -1.54050 -1.03609
C -1.22782 -2.68935 1.61064
O -0.69743 -1.61700 1.89520
C -2.08788 -3.39775 2.57155
C -2.34617 -2.79991 3.80295
C -3.21016 -3.36254 4.70617
F -3.40213 -2.71255 5.88401
C -3.86079 -4.57503 4.42927
C -3.54012 -5.20723 3.23467
C -2.68981 -4.63853 2.27492
N -4.76440 -5.20649 5.30241
C -5.05130 -4.63309 6.60909
C -5.89466 -5.64772 7.39561
N -5.54607 -6.99772 6.88687
C -6.10431 -7.18774 5.51762
C -5.94664 -5.85235 4.76996
H -2.47108 -8.63783 1.00565
H -1.99069 -7.61018 2.36704
H -1.06182 -7.59048 0.87232
H -3.98060 -6.66552 1.05351
H -2.94742 -6.62772 -0.36895
H -1.50336 -5.10420 -0.77664
H -1.86106 -1.86292 4.02713
H -3.97962 -6.17039 3.03621
H -5.58868 -3.67774 6.54037
H -4.11036 -4.45056 7.13004
H -6.96241 -5.49234 7.24236
H -5.69041 -5.57217 8.46296
H -5.86467 -7.73899 7.51686
H -4.52003 -7.03148 6.81712
H -7.15476 -7.47055 5.58325
H -5.55187 -7.98708 5.02213
H -6.82701 -5.21688 4.92973
H -5.85641 -6.02066 3.69910
O 4.14691 2.55048 -3.46702
C 4.11567 1.29842 -3.88274
O 4.89608 0.87112 -4.70209
C 3.09175 0.41301 -3.27142
C 2.96299 -0.95206 -3.50243
N 1.96987 -1.39523 -2.72277
N 1.44284 -0.41322 -2.01070
C 2.07981 0.69729 -2.32154
C 1.53731 1.95329 -1.69710
O 2.21224 2.99251 -1.75218
O 0.41649 1.82748 -1.15806
H 3.42566 2.79178 -2.80087
H 3.52203 -1.58371 -4.16431
H 1.55594 -2.32410 -2.58542
N 3.27302 -1.64833 2.64026
C 3.48243 -2.57147 1.65530
C 2.67211 -2.20023 0.62178
N 1.98376 -1.07578 0.95889
C 2.36004 -0.77088 2.17321
H 3.73470 -1.62281 3.53699
H 4.17482 -3.38131 1.76727
H 2.52303 -2.69225 -0.31899
H 1.98778 0.05410 2.74654
```

As for the largest force on an atom: 2.27 eV Å⁻¹. The net charge is +1. The calculation puts the energy at -90926.5151 eV. The value obtained for the HOMO-LUMO gap is 6.869 eV.

---

Here is a molecular structure, C16H17ILuN2S in a non-equilibrium geometry from OMol25. Energies are from ωB97M-V/def2-TZVPD.

The geometry in XYZ format:
```
38
Properties=species:S:1:pos:R:3
N -0.01870 2.79166 -1.79321
C -1.00532 2.81154 -0.64737
C -2.38836 2.12702 -0.93388
C -2.19927 0.59626 -1.25320
C -2.70387 -0.29106 -0.09812
C -1.70721 -0.34416 1.03916
C -1.89502 0.38601 2.20385
C -0.96560 0.34312 3.22963
C 0.17082 -0.45423 3.15603
C 0.37289 -1.19819 2.01629
C -0.54458 -1.13367 0.96032
S -0.17658 -2.08175 -0.46469
C 1.54191 -2.01039 -0.51285
C 2.21831 -1.99613 -1.72868
C 3.59609 -1.89984 -1.70498
I 4.67195 -1.87495 -3.45370
C 4.27950 -1.81509 -0.47040
C 3.60357 -1.86860 0.73480
C 2.22753 -1.97606 0.74588
N 1.50764 -2.08450 1.95184
H -0.37403 2.35136 -2.62398
H 0.37131 3.71050 -2.00400
H -1.19992 3.84483 -0.38910
H -0.51984 2.31737 0.18087
H -2.99982 2.24514 -0.05247
H -2.95127 2.57142 -1.81168
H -1.14475 0.42704 -1.47768
H -2.74834 0.28979 -2.15561
H -2.85577 -1.29795 -0.46121
H -3.62353 0.12293 0.29566
H -2.78711 0.98241 2.29903
H -1.11918 0.92809 4.12145
H 0.85004 -0.50348 3.98639
H 1.65370 -2.04606 -2.64261
H 5.35081 -1.71759 -0.50264
H 4.14943 -1.82358 1.66105
H 1.12218 -3.03171 1.97993
Lu -1.75963 2.60248 -3.38013
```

As for the largest force on an atom: 6.43 eV Å⁻¹. The net charge is +3. The calculation puts the energy at -72367.9170 eV. The value obtained for the HOMO-LUMO gap is 2.242 eV.

---

Here is 2 unconnected molecules or ions with the total composition C4H8N2 in a non-equilibrium geometry from OMol25. Energies are from ωB97M-V/def2-TZVPD.

The geometry in XYZ format:
```
14
Properties=species:S:1:pos:R:3
C 1.74316 0.13555 2.13544
C -0.53722 -0.93700 -1.82236
C -1.43147 -1.80894 -1.35006
C 0.27537 2.02308 1.44694
N 0.17466 -0.19178 -2.39962
N 1.02729 0.89015 1.69858
H 2.26384 -0.86248 2.30026
H -0.94378 -2.75256 -1.00188
H -2.11962 -2.23093 -2.07506
H -2.16519 -1.30322 -0.67450
H 0.98691 2.75531 0.92288
H 0.22892 2.48946 2.55308
H -0.65882 1.85176 1.00413
H 1.15595 -0.05839 -2.73782
```

As for the largest force on an atom: 7.45 eV Å⁻¹. The net charge is +2. The calculation puts the energy at -7236.6339 eV. The value obtained for the HOMO-LUMO gap is 12.728 eV.